Entry 1:
16
Properties=species:S:1:pos:R:3:forces:R:3 method="wB97M-V/def2-TZVPD" smiles=NC[C@H](N)CS orbital_gap_ev=9.97
N -2.3023 0.5454 -0.0923 0.172 0.159 0.544
C -1.0442 0.2706 -0.7868 -0.667 -0.240 -0.257
C 0.1068 -0.3319 0.0187 0.819 -0.069 0.096
N 0.2079 0.2490 1.3693 -0.154 -0.161 -0.375
C 1.4027 -0.0786 -0.7716 -0.512 0.068 0.034
S 2.8532 -0.9863 -0.1853 0.022 -0.127 -0.012
H -2.4263 -0.0886 0.6918 -0.199 -0.140 -0.232
H -2.2851 1.4706 0.3213 0.023 0.010 -0.053
H -1.3018 -0.4272 -1.5872 0.294 -0.102 -0.066
H -0.7393 1.1834 -1.2930 0.157 0.195 0.115
H 0.0147 -1.4286 0.0604 -0.319 0.107 0.034
H 0.7495 -0.3735 1.9584 0.051 0.085 0.006
H -0.7172 0.2585 1.7839 0.031 0.123 0.048
H 1.2347 -0.4383 -1.7898 0.127 0.011 -0.008
H 1.5910 0.9953 -0.8253 0.088 -0.059 0.134
H 2.6557 -0.8199 1.1275 0.067 0.141 -0.004

Entry 2:
100
Properties=species:S:1:pos:R:3:forces:R:3 method="wB97M-V/def2-TZVPD" orbital_gap_ev=7.35
Sc -0.3120 0.1332 -0.7136 -0.736 0.928 0.430
N -4.1497 0.2389 -3.5690 0.064 0.088 0.136
C -3.0678 -0.0500 -2.7686 -0.251 0.080 -0.078
S -2.9289 0.8391 -1.2795 0.171 -0.202 -0.177
N -2.2579 -0.9439 -3.2308 0.162 0.003 0.127
N -1.1349 -1.1719 -2.4379 0.084 0.005 -0.321
C -0.4244 -2.1342 -2.9068 0.200 -0.199 0.163
C 0.8009 -2.6679 -2.3313 -0.187 -0.016 -0.326
C 1.5724 -3.5473 -3.1027 -0.074 0.007 -0.097
C 2.7349 -4.1047 -2.6135 0.014 0.014 0.056
C 3.1278 -3.7989 -1.3084 -0.035 0.006 0.007
C 2.3709 -2.9517 -0.5217 0.124 -0.061 0.117
C 1.2077 -2.3603 -1.0250 -0.023 0.096 0.274
O 0.4868 -1.5432 -0.2733 0.719 -1.103 -0.221
H -4.9216 0.7064 -3.1294 -0.037 -0.006 0.006
H -4.3607 -0.4235 -4.2992 0.049 0.018 0.047
H -0.7828 -2.5923 -3.8244 0.001 -0.095 -0.066
H 1.2373 -3.7790 -4.1097 0.028 0.004 0.060
H 3.3292 -4.7705 -3.2272 -0.043 0.041 0.038
H 4.0367 -4.2299 -0.9039 -0.036 0.020 -0.013
H 2.6634 -2.7085 0.4937 0.002 -0.021 -0.079
C 0.9174 0.5320 3.0608 -0.262 0.044 -0.067
Si 2.1637 1.1113 1.7937 0.003 -0.061 -0.087
C 3.5778 -0.0950 2.0115 0.270 -0.222 0.034
C 2.6949 2.8203 2.3849 0.127 0.226 0.007
N 1.5884 1.0647 0.1415 0.212 0.030 -0.467
C 2.6029 1.1454 -0.8079 0.036 0.063 0.215
C 3.9036 1.6868 -0.6293 -0.093 0.094 0.042
C 4.8803 1.6593 -1.6157 -0.099 0.007 0.043
C 4.6375 1.0989 -2.8645 0.049 0.018 0.049
C 3.3692 0.5946 -3.1092 0.150 0.055 -0.158
C 2.4395 0.6679 -2.1095 0.135 0.048 0.037
F 1.1701 0.2199 -2.4403 -0.444 -0.248 0.073
H 1.4741 0.0595 3.8813 -0.101 0.091 -0.113
H 0.2559 -0.2310 2.6490 0.129 0.155 0.078
H 0.3093 1.3412 3.4776 0.035 -0.107 -0.043
H 4.0988 0.0846 2.9624 -0.094 -0.042 -0.145
H 4.3138 -0.0513 1.2040 -0.055 -0.074 0.140
H 3.1662 -1.1132 2.0428 0.081 0.153 0.022
H 2.4115 2.9537 3.4370 0.053 -0.012 -0.156
H 2.2027 3.6024 1.7972 0.047 -0.041 0.095
H 3.7771 2.9855 2.3134 -0.159 -0.004 -0.001
H 4.1435 2.1552 0.3181 -0.007 -0.031 -0.084
H 5.8517 2.0910 -1.4000 -0.059 -0.018 0.008
H 5.4029 1.0653 -3.6296 -0.037 0.004 0.059
H 3.0924 0.1582 -4.0630 -0.011 0.032 0.081
Cl -1.3928 1.8742 1.2066 0.082 0.195 0.327
C -2.6094 1.2290 2.2969 -0.028 -0.068 0.044
C -3.3145 2.1680 3.0349 0.011 0.068 -0.006
C -4.2738 1.7347 3.9354 -0.039 -0.020 0.001
C -4.5226 0.3752 4.0843 0.032 0.023 0.010
C -3.8126 -0.5425 3.3261 -0.111 -0.028 0.018
C -2.8350 -0.1403 2.4157 0.112 0.029 -0.081
P -1.9127 -1.3321 1.3577 -0.242 -0.065 0.235
C -3.2355 -2.5590 0.9546 0.057 0.026 -0.111
C -3.4886 -3.6869 1.7369 -0.062 -0.033 0.064
C -4.5084 -4.5693 1.3974 0.054 0.035 -0.038
C -5.2831 -4.3458 0.2655 0.024 -0.003 0.041
C -5.0323 -3.2329 -0.5249 0.037 0.024 0.003
C -4.0134 -2.3502 -0.1858 -0.049 -0.111 0.062
C -0.9152 -2.3097 2.5519 -0.093 -0.142 -0.007
C -0.1969 -3.3853 2.0199 -0.025 0.036 0.017
C 0.5931 -4.1819 2.8343 -0.025 0.041 0.013
C 0.6846 -3.9122 4.1951 -0.010 0.038 -0.022
C -0.0189 -2.8444 4.7323 -0.058 0.069 -0.062
C -0.8152 -2.0462 3.9152 -0.069 -0.138 0.061
H -3.1128 3.2248 2.8959 -0.013 -0.124 0.026
H -4.8335 2.4633 4.5120 0.059 -0.073 -0.042
H -5.2720 0.0311 4.7880 0.044 0.024 -0.065
H -4.0292 -1.6010 3.4274 0.032 0.062 -0.005
H -2.8924 -3.8880 2.6198 -0.003 0.022 -0.056
H -4.6882 -5.4401 2.0174 0.001 0.044 -0.023
H -6.0737 -5.0406 -0.0012 0.081 0.072 0.035
H -5.6263 -3.0508 -1.4157 0.081 -0.010 0.092
H -3.8234 -1.4864 -0.8024 0.005 0.047 -0.037
H -0.2598 -3.6014 0.9599 0.001 -0.003 0.033
H 1.1398 -5.0123 2.4047 -0.008 0.022 -0.003
H 1.3061 -4.5295 4.8327 -0.023 0.015 -0.024
H 0.0532 -2.6229 5.7911 -0.012 -0.006 -0.053
H -1.3448 -1.2058 4.3497 0.012 -0.045 -0.031
C -1.6021 4.0309 -1.5661 -0.023 -0.057 0.084
P -0.3898 2.7182 -1.9758 0.122 0.278 -0.262
C -0.7773 2.4741 -3.7477 0.027 0.011 0.060
C 1.1362 3.7319 -2.0265 0.005 0.041 0.069
C 1.9908 3.7895 -3.1241 0.055 0.001 -0.002
C 3.1604 4.5418 -3.0727 -0.042 -0.022 0.029
C 3.4852 5.2517 -1.9251 -0.039 -0.023 -0.024
C 2.6398 5.2020 -0.8227 -0.014 -0.035 -0.012
C 1.4793 4.4436 -0.8747 0.044 -0.021 0.014
H -1.4488 4.3978 -0.5508 0.005 -0.011 -0.043
H -2.6047 3.6121 -1.6351 0.004 0.015 -0.002
H -1.4854 4.8577 -2.2662 -0.020 0.038 0.002
H -0.7217 3.4218 -4.2824 -0.004 0.024 -0.069
H -1.7881 2.0738 -3.8203 -0.020 0.002 -0.007
H -0.0968 1.7547 -4.2012 0.018 -0.010 0.004
H 1.7618 3.2320 -4.0261 0.009 0.049 0.059
H 3.8219 4.5640 -3.9319 -0.050 -0.001 0.055
H 4.3968 5.8373 -1.8859 -0.048 -0.039 -0.005
H 2.8930 5.7450 0.0825 -0.033 -0.047 -0.069
H 0.8369 4.3896 -0.0004 0.047 0.017 -0.042

Per-record calculated total energy, Ha: -627.986552; -4651.237386
Per-record ΔE to the lowest compared entry with this formula, charge and spin, eV: 0.220; 0.770
Per-record max |F|, eV/Å: 0.83; 1.33